[1]
# C2H8NO2

2 unconnected molecules or ions with the total composition C2H8NO2 at a distorted geometry (the ωB97M-V functional and the def2-TZVPD basis, the OMol25 dataset).

net charge = +1
energy relative to the best compared isomer or geometry (same formula, charge and spin) = 1.215 eV
max |F| = 4.59 eV Å⁻¹

```
13
Properties=species:S:1:pos:R:3:forces:R:3
C -0.450 -0.992 0.895 -1.4 -2.2 -2.5
C -0.494 0.435 0.597 2.1 1.0 -0.1
N 0.560 1.147 0.903 -0.6 1.7 0.3
O -1.480 1.078 0.002 0.5 -1.6 0.9
O 0.901 0.383 -1.610 1.5 -3.9 1.9
H -1.505 -1.352 1.135 1.7 0.2 0.8
H -0.333 -1.582 -0.068 -0.3 1.1 0.3
H 0.487 -1.362 1.339 -1.0 0.4 1.0
H 0.479 2.170 0.795 0.3 -0.8 -0.2
H 1.807 -0.029 -1.672 -1.5 0.8 -0.3
H 1.505 0.783 1.030 -0.8 -0.1 0.3
H -2.074 0.357 -0.262 -0.7 0.5 -0.3
H 0.891 1.133 -2.116 0.2 2.9 -2.3
```
Forces are in eV/Å.

=====

[2]
# C26H23ClO4

C26H23ClO4 in the gas phase at a distorted geometry (the ωB97M-V functional and the def2-TZVPD basis, the OMol25 dataset).

structure (SMILES) = CCOC(=O)C(Cl)(C(=O)OCC)C1(c2ccccc2)c2ccccc2-c2ccccc21
net charge = 0
energy relative to the best compared isomer or geometry (same formula, charge and spin) = 0.000 eV
max |F| = 3.42 eV Å⁻¹

```
54
Properties=species:S:1:pos:R:3:forces:R:3
C -1.496 2.107 4.157 0.6 0.1 0.5
C -1.936 1.330 2.943 0.2 -0.1 -0.6
O -0.777 1.106 2.059 0.3 0.0 0.5
C -0.992 1.173 0.765 -3.3 0.7 -0.6
O -2.131 1.351 0.287 2.7 -0.1 1.0
C 0.213 0.954 -0.153 -1.3 0.6 2.0
Cl 0.371 2.487 -1.063 0.1 0.7 -0.1
C 1.603 1.127 0.525 1.7 -0.8 0.4
O 2.625 0.740 0.003 -0.7 0.8 0.1
O 1.714 1.831 1.666 -0.2 0.1 -0.3
C 3.147 2.039 2.017 -0.7 -0.5 -0.5
C 3.224 2.869 3.266 0.1 0.1 0.4
C -0.236 -0.375 -1.008 1.0 0.1 -0.4
C -0.330 0.158 -2.416 0.3 -0.5 -0.6
C -1.332 1.097 -2.641 -0.5 -0.1 -1.6
C -1.577 1.569 -3.936 0.9 -0.1 0.2
C -0.701 1.223 -4.982 0.3 -0.3 0.2
C 0.392 0.378 -4.725 0.1 0.5 0.3
C 0.581 -0.143 -3.428 0.0 -0.1 -0.7
C 0.835 -1.364 -0.650 0.1 -1.4 -0.5
C 2.181 -1.295 -0.934 0.9 -1.2 -0.4
C 3.045 -2.265 -0.393 -0.7 0.0 -0.1
C 2.523 -3.361 0.300 0.6 0.0 0.3
C 1.154 -3.500 0.504 -0.5 0.4 -0.4
C 0.316 -2.500 0.003 0.7 0.2 0.5
C -1.144 -2.449 -0.036 -0.6 0.4 0.2
C -2.081 -3.441 0.342 0.2 1.2 -0.7
C -3.414 -3.259 -0.064 0.6 0.4 0.2
C -3.770 -2.128 -0.820 0.4 -0.3 0.1
C -2.809 -1.150 -1.159 -0.8 0.2 0.1
C -1.513 -1.233 -0.674 0.1 -0.8 0.1
H -2.352 2.465 4.758 0.3 -0.2 -0.4
H -0.863 1.496 4.815 -0.2 0.0 -0.1
H -0.872 2.965 3.883 -0.3 0.0 -0.1
H -2.268 0.321 3.209 -0.3 0.3 -0.1
H -2.666 1.869 2.335 -0.1 -0.3 0.3
H 3.523 1.009 2.173 0.3 0.8 -0.2
H 3.640 2.519 1.148 -0.3 -0.4 0.5
H 4.231 3.300 3.352 -0.3 0.0 -0.1
H 2.472 3.660 3.316 0.2 0.1 -0.3
H 3.065 2.262 4.151 0.0 -0.2 0.1
H -1.874 1.502 -1.797 -0.3 -0.3 -0.2
H -2.367 2.294 -4.097 0.0 -0.1 -0.1
H -0.815 1.649 -5.983 -0.1 -0.2 0.4
H 1.170 0.206 -5.497 -0.8 0.0 0.5
H 1.476 -0.756 -3.242 -0.8 0.2 -0.1
H 2.601 -0.563 -1.611 -0.2 -0.2 0.3
H 4.115 -2.124 -0.519 -0.1 -0.3 -0.1
H 3.212 -4.127 0.677 -0.3 0.3 -0.1
H 0.708 -4.366 0.991 0.3 0.1 -0.1
H -1.742 -4.294 0.923 -0.2 0.0 -0.3
H -4.155 -4.001 0.224 0.0 0.2 -0.1
H -4.816 -2.030 -1.140 0.6 0.1 0.0
H -3.104 -0.334 -1.822 0.0 -0.2 0.4
```
Forces are in eV/Å.

=====

Number 1: E -285.9738 Ha. Number 2: E -1765.6613 Ha.